{
  "formula": "C12H24IrOP2",
  "method": "wB97M-V/def2-TZVPD",
  "e_lumo_ev": [-7.3, -12.1],
  "total_charge": 2,
  "spin_multiplicity": 6,
  "gap_ev": [4.718, 3.367],
  "s_squared": 8.770,
  "species": ["Ir", "H", "H", "P", "C", "H", "H", "H", "C", "H", "H", "H", "C", "H", "H", "H", "C", "O", "H", "H", "C", "P", "C", "C", "C", "C", "C", "C", "C", "H", "H", "H", "H", "H", "H", "H", "H", "H", "H", "H"],
  "xyz": [[1.0806, 1.2467, -0.7401], [-3.5250, -0.4166, -0.5766], [-3.4802, -0.7342, -1.2648], [0.3994, 0.5115, -2.8350], [0.5604, 1.9783, -3.9218], [0.7337, 1.7214, -4.9735], [-0.3582, 2.5823, -3.8546], [1.3985, 2.5724, -3.5374], [1.7930, -0.5761, -3.3349], [1.6058, -1.5905, -2.9526], [1.9634, -0.6088, -4.4191], [2.6757, -0.1735, -2.8180], [-1.0428, -0.3275, -3.7039], [-1.9775, 0.2299, -3.5396], [-0.9055, -0.4000, -4.8028], [-1.2096, -1.3485, -3.3324], [0.1922, 2.8150, -0.7843], [-0.4210, 3.8391, -0.8415], [0.4311, -0.3595, -0.6825], [1.8214, -0.3269, -0.8146], [-0.5950, 2.0147, 2.4568], [0.3270, 0.7584, 1.4542], [2.0731, 0.9687, 1.9904], [-0.2339, -0.8152, 2.3284], [0.6387, -1.6274, 3.1190], [0.1947, -2.7646, 3.7164], [-1.1198, -3.1820, 3.5842], [-2.0079, -2.4312, 2.8352], [-1.5978, -1.2333, 2.1912], [-0.5038, 2.9835, 1.9563], [-0.1908, 2.0850, 3.4765], [-1.6550, 1.7438, 2.5236], [2.1649, 1.0390, 3.0702], [2.6348, 0.1319, 1.5731], [2.3745, 1.8916, 1.4795], [1.6929, -1.3130, 3.2063], [0.8937, -3.3706, 4.3392], [-1.4771, -4.0865, 4.0966], [-3.0728, -2.7515, 2.7345], [-2.2755, -0.6758, 1.5985]],
  "forces_ev_per_angstrom": [[-1.916, -5.781, 0.591], [0.026, -0.215, -0.548], [-0.024, 0.225, 0.543], [-0.079, -0.662, -4.358], [-0.030, 0.464, 0.560], [-0.026, -0.194, 0.305], [0.291, -0.143, 0.003], [-0.137, 0.033, -0.317], [0.146, 0.061, 0.588], [0.096, 0.256, -0.135], [-0.277, 0.135, 0.271], [-0.032, -0.300, -0.449], [-0.699, -0.117, 0.898], [0.335, -0.067, 0.032], [0.531, 0.335, 0.688], [0.181, 0.295, 0.036], [-3.323, 9.712, -0.657], [2.573, -5.214, 0.346], [1.002, 0.520, -0.196], [0.563, 0.471, 0.417], [-0.281, 0.249, -0.744], [0.356, -1.645, 3.822], [-0.477, -0.109, -0.552], [2.943, 2.149, -0.472], [1.111, 2.651, -1.918], [2.498, -1.282, 1.816], [-3.690, -1.218, -0.248], [-0.765, -1.112, 0.447], [-1.186, -0.902, -0.181], [-0.105, -0.022, 0.181], [0.127, -0.279, -0.423], [0.199, 0.081, -0.114], [0.023, 0.101, 0.134], [0.200, 0.155, 0.189], [0.411, -0.064, 0.498], [-0.636, -0.397, 0.067], [-0.581, 0.637, -0.591], [0.266, 0.517, -0.349], [1.046, 0.296, 0.177], [-0.658, 0.382, -0.354]]
}

=====

{
  "formula": "C12H24MgO26P3V2",
  "method": "wB97M-V/def2-TZVPD",
  "e_lumo_ev": [4.7, 4.7],
  "total_charge": -3,
  "spin_multiplicity": 3,
  "gap_ev": [1.275, 1.274],
  "s_squared": 2.033,
  "species": ["O", "V", "O", "V", "Mg", "P", "O", "O", "O", "O", "P", "O", "O", "O", "O", "P", "O", "O", "O", "O", "C", "O", "C", "O", "O", "C", "H", "H", "H", "H", "H", "H", "C", "O", "C", "O", "O", "C", "H", "H", "H", "H", "H", "H", "C", "O", "C", "O", "O", "C", "H", "H", "H", "H", "H", "H", "C", "O", "C", "O", "O", "C", "H", "H", "H", "H", "H", "H"],
  "xyz": [[-0.4820, -23.6696, -1.3672], [-1.6973, -23.4356, -0.4005], [-5.7945, -21.4861, -0.2707], [-4.5775, -22.1779, -1.0227], [-2.9475, -20.5448, -2.8475], [-3.7629, -24.9961, -0.2490], [-4.8863, -25.8290, -0.7397], [-3.9334, -23.5564, 0.4303], [-3.5382, -24.0293, -1.5273], [-2.2739, -25.4480, -0.2673], [-5.5872, -22.5548, -3.5592], [-6.7151, -22.2000, -4.4697], [-5.8981, -23.3227, -2.2373], [-4.5031, -21.5088, -3.1628], [-4.9787, -23.8704, -4.2443], [-1.9353, -20.4939, -0.6621], [-3.5436, -20.2350, -0.8639], [-2.5716, -21.7769, -1.4460], [-1.2556, -21.5441, 0.3027], [-1.2067, -20.1108, -2.0163], [1.6588, -18.5719, -3.5176], [1.5076, -18.1580, -4.8739], [1.9439, -16.9553, -5.2502], [1.7731, -16.5261, -6.3602], [2.6415, -16.3575, -4.2881], [2.9787, -14.9989, -4.4756], [2.7146, -18.7011, -3.2616], [1.0849, -19.4641, -3.3016], [1.3274, -17.8035, -2.8151], [2.1073, -14.3355, -4.5149], [3.5312, -14.8188, -5.4043], [3.6100, -14.6555, -3.6579], [1.9428, -20.6511, -0.2215], [3.1758, -21.3611, -0.0722], [3.4913, -22.1594, -1.0752], [2.8971, -22.2883, -2.0993], [4.6620, -22.7645, -0.7734], [5.0976, -23.7259, -1.7123], [2.0650, -19.8886, -0.9939], [1.6863, -20.1528, 0.7070], [1.1011, -21.2724, -0.5218], [6.1447, -23.9218, -1.4817], [5.0602, -23.3623, -2.7372], [4.5163, -24.6381, -1.5794], [-1.7346, -25.8274, 2.9901], [-0.3772, -25.4173, 3.2789], [0.1379, -24.4822, 2.4963], [-0.4501, -23.8339, 1.6658], [1.4177, -24.3171, 2.7968], [1.9669, -23.0906, 2.2927], [-2.4050, -25.3195, 3.6864], [-1.7599, -26.9059, 3.0680], [-2.0476, -25.4831, 2.0065], [1.9255, -23.1052, 1.2049], [3.0227, -23.0707, 2.5423], [1.4040, -22.2445, 2.6750], [0.0988, -21.9190, -4.8157], [-0.6260, -21.5916, -6.0251], [-1.9099, -21.3788, -5.8368], [-2.3939, -21.0959, -4.7625], [-2.5828, -21.5375, -6.9590], [-3.9946, -21.2983, -6.8930], [1.1464, -22.0272, -5.0692], [-0.3090, -22.8309, -4.3826], [0.0058, -21.1249, -4.0767], [-4.2199, -20.2906, -7.2526], [-4.3564, -21.3217, -5.8672], [-4.4955, -22.0525, -7.4851]],
  "forces_ev_per_angstrom": [[-0.275, -0.168, 0.751], [-2.506, 2.048, -3.795], [0.484, 0.128, 0.482], [-2.333, -1.226, -1.963], [-0.428, -0.403, -1.283], [-1.552, 3.598, -6.102], [0.252, -1.423, 2.831], [0.310, -1.044, 5.580], [3.551, 0.297, -2.885], [0.728, -0.108, 3.111], [0.487, -8.862, -2.956], [-1.185, 2.878, 0.110], [-0.235, 2.845, 2.999], [-0.630, 1.407, 1.026], [1.171, 2.546, -1.045], [-1.685, -0.801, -0.785], [-0.510, 5.882, 2.196], [2.532, -8.967, 0.021], [1.076, -0.798, 1.747], [1.344, 2.175, 0.154], [0.545, 0.513, 1.315], [-0.095, 0.384, -0.354], [-0.278, -1.203, -0.519], [-0.009, 0.337, 0.132], [0.318, 0.619, 0.891], [0.204, 0.944, -0.643], [0.004, -0.338, -0.332], [-0.155, -0.102, -0.431], [-0.355, 0.012, -0.267], [-0.120, -0.390, 0.064], [-0.095, -0.346, 0.023], [-0.081, -0.448, 0.195], [-0.785, 0.695, -0.739], [0.257, -0.196, 0.616], [0.270, 0.371, 0.076], [-0.207, -0.227, -0.591], [0.013, 0.270, 0.340], [0.357, -0.264, -0.029], [0.016, -0.023, 0.020], [0.285, -0.209, 0.219], [0.070, -0.291, 0.081], [-0.047, -0.054, 0.169], [-0.350, 0.007, -0.003], [-0.009, -0.028, -0.307], [-0.286, 0.851, -0.139], [0.128, -0.330, -0.031], [-0.850, 0.218, -0.374], [-0.061, -0.185, -0.072], [0.535, 0.131, 0.565], [0.122, -0.357, -0.879], [0.128, -0.301, 0.251], [-0.074, -0.079, 0.069], [0.261, -0.341, -0.234], [-0.290, 0.160, 0.046], [-0.047, -0.017, 0.440], [0.077, 0.110, -0.001], [-0.182, 0.286, 0.428], [0.759, -0.443, -0.278], [-0.730, -0.140, 0.581], [0.288, 0.561, -0.346], [0.474, 0.186, -0.158], [-0.673, 0.519, 0.598], [0.015, -0.119, -0.332], [0.045, -0.016, 0.010], [-0.205, -0.034, 0.020], [0.235, -0.025, -0.348], [-0.067, -0.555, 0.023], [0.047, -0.114, 0.044]]
}

=====

{
  "formula": "C12H24N2O3",
  "method": "wB97M-V/def2-TZVPD",
  "e_lumo_ev": 0.6,
  "gap_ev": 10.136,
  "species": ["C", "C", "C", "C", "C", "C", "C", "C", "C", "C", "C", "C", "H", "H", "H", "H", "H", "H", "H", "H", "H", "H", "H", "H", "H", "H", "H", "H", "H", "H", "H", "H", "H", "H", "H", "H", "N", "N", "O", "O", "O"],
  "xyz": [[1.0428, -0.6818, 0.8781], [0.5044, -1.4820, -0.3358], [2.5762, -0.6084, 0.8385], [3.1903, 0.0973, -0.4455], [4.6798, -0.1844, -0.7460], [3.1208, 1.6254, -0.3785], [-1.7260, -0.5928, -0.0879], [-2.9179, -1.5126, -0.5586], [-1.9976, 0.9743, -0.3970], [-1.7882, 1.2121, -1.8687], [-3.3501, 1.3920, 0.2385], [-3.6734, 1.1343, 1.6286], [0.8956, -2.2962, 2.0269], [0.8708, -0.9763, 2.8990], [0.5044, 0.2502, 0.9940], [3.1149, -0.0892, 1.6135], [2.9070, -1.6127, 0.8744], [2.5642, -0.2510, -1.3498], [5.3653, -0.1320, 0.1545], [5.1361, 0.4423, -1.4998], [4.7096, -1.2458, -0.9029], [3.5338, 2.0730, -1.2117], [3.6797, 1.8884, 0.5136], [2.1100, 2.0088, -0.1407], [-0.8731, -1.2332, -1.7844], [-1.4496, -0.7089, 0.9254], [-1.2034, 1.4608, 0.0715], [-2.0669, 2.2835, -2.1163], [-2.3849, 0.6014, -2.4973], [-0.7160, 1.1692, -2.1243], [-3.3562, 2.5635, 0.0356], [-4.0036, 0.8626, -0.3875], [-4.0874, 0.1302, 1.8548], [-2.8008, 1.3715, 2.3052], [-4.5107, 1.7453, 1.9824], [-1.9452, -3.1293, -0.1104], [0.5426, -1.3570, 2.0697], [-0.6353, -1.0094, -0.8225], [1.1689, -2.3826, -0.7628], [-3.9395, -0.9527, -0.8303], [-2.7911, -2.8481, -0.5453]],
  "forces_ev_per_angstrom": [[-0.083, 0.315, 1.083], [1.570, 1.309, 1.966], [0.717, 1.475, -2.201], [-0.978, 0.219, -1.398], [-0.060, -1.278, 2.320], [-2.009, -1.138, 2.897], [-1.795, 1.850, -0.831], [0.166, 1.811, 1.897], [-1.206, -3.027, 1.063], [0.119, 2.702, -0.097], [1.656, 3.609, -2.920], [0.221, -0.450, 3.069], [0.049, -0.636, 0.292], [0.777, 1.091, 1.721], [0.476, 0.793, -0.826], [-0.610, 0.269, 1.088], [0.458, -1.207, -0.118], [1.063, 0.394, 1.137], [-0.962, 0.549, -0.519], [-0.231, -0.175, -0.436], [0.498, -0.599, -1.047], [0.697, 1.021, -1.756], [0.482, 0.390, 0.083], [0.237, -0.105, -0.553], [0.546, -0.421, 0.139], [-0.449, -0.298, 1.423], [1.404, 0.878, 1.202], [0.131, -1.085, 0.274], [-0.500, -0.746, -0.677], [-0.497, -0.325, 0.020], [-0.438, -2.206, 0.318], [-1.497, 0.447, -0.719], [0.805, 0.118, -0.302], [-0.871, -0.432, -0.389], [0.240, 0.336, -0.234], [-0.831, 0.467, -0.647], [-0.793, -1.795, -1.540], [0.748, -1.078, -3.068], [0.415, -1.199, -1.133], [-0.593, -1.666, -0.974], [0.930, -0.173, 0.392]]
}

=====

{
  "formula": "C12H24NO2",
  "method": "wB97M-V/def2-TZVPD",
  "e_lumo_ev": [0.7, 0.7],
  "spin_multiplicity": 2,
  "gap_ev": [8.707, 10.145],
  "s_squared": 0.754,
  "species": ["C", "C", "O", "C", "C", "C", "C", "C", "C", "N", "O", "C", "C", "C", "C", "H", "H", "H", "H", "H", "H", "H", "H", "H", "H", "H", "H", "H", "H", "H", "H", "H", "H", "H", "H", "H", "H", "H", "H"],
  "xyz": [[-2.5879, -2.4700, -2.6277], [-1.8272, -1.8800, -1.4618], [-1.3664, -0.6006, -1.8607], [-0.5196, 0.1641, -0.9862], [-0.2167, 1.4085, -1.8135], [-1.2657, 0.5815, 0.2903], [-0.3770, 0.8483, 1.5263], [-0.8773, 2.0862, 2.2637], [-0.4008, -0.3492, 2.4878], [1.0261, 1.1092, 1.1029], [1.7515, 1.7626, 1.9245], [1.7647, 0.1682, 0.2159], [2.5946, -0.8102, 1.0594], [2.7481, 1.0076, -0.6063], [0.7617, -0.6059, -0.6551], [-3.3304, -1.7573, -2.9882], [-1.9142, -2.7071, -3.4509], [-3.0948, -3.3865, -2.3215], [-0.9925, -2.5362, -1.1946], [-2.4806, -1.8058, -0.5845], [-1.1368, 1.7120, -2.3154], [0.1302, 2.2273, -1.1823], [0.5361, 1.2068, -2.5765], [-1.9940, -0.1768, 0.5778], [-1.8388, 1.4804, 0.0496], [-1.9686, 2.0789, 2.2764], [-0.5295, 2.9909, 1.7658], [-0.5119, 2.1157, 3.2886], [-1.3908, -0.4058, 2.9477], [0.3466, -0.2195, 3.2717], [-0.2250, -1.2948, 1.9747], [3.2686, -1.3575, 0.3960], [1.9771, -1.5401, 1.5798], [3.1902, -0.2605, 1.7877], [2.2660, 1.8741, -1.0533], [3.5519, 1.3666, 0.0356], [3.1794, 0.3938, -1.3986], [0.5110, -1.5373, -0.1483], [1.2428, -0.8819, -1.5969]],
  "forces_ev_per_angstrom": [[-0.034, -0.005, -0.027], [0.135, 0.084, 0.099], [0.072, 0.001, 0.014], [0.041, -0.035, -0.044], [-0.008, 0.037, -0.089], [-0.019, 0.058, -0.013], [0.038, -0.051, -0.124], [0.054, 0.063, 0.053], [-0.120, 0.017, -0.058], [0.144, -0.214, 0.354], [-0.092, 0.035, -0.156], [0.005, 0.044, 0.029], [0.003, -0.021, -0.086], [0.005, 0.063, -0.006], [-0.082, 0.061, -0.068], [-0.018, -0.045, 0.032], [0.004, 0.036, -0.004], [0.001, 0.017, -0.022], [0.004, -0.004, 0.012], [-0.005, 0.021, 0.000], [0.013, 0.047, 0.080], [-0.002, -0.023, -0.028], [-0.035, -0.022, -0.017], [0.002, -0.063, -0.055], [0.003, -0.032, 0.040], [0.027, -0.025, 0.041], [-0.098, 0.005, -0.057], [0.027, 0.007, -0.017], [0.054, -0.010, 0.024], [-0.024, 0.008, -0.013], [0.033, -0.001, -0.008], [-0.006, 0.005, 0.032], [-0.047, 0.023, 0.043], [-0.013, 0.002, -0.041], [0.029, -0.041, -0.031], [-0.038, 0.005, -0.008], [0.010, 0.005, 0.020], [-0.070, -0.029, 0.061], [0.009, -0.025, 0.037]]
}

=====

| no. | total energy (eV) |
| --- | --- |
| 1 | -36271.135 |
| 2 | -150760.980 |
| 3 | -21954.865 |
| 4 | -18416.768 |